Entry 1:
Entry from OMol25: a 10-piece molecular cluster, C32H65ClFO27P overall (ωB97M-V/def2-TZVPD).

Properties
* energy above the lowest of the compared OMol25 structures with the same formula, charge and spin: 80.9 kcal/mol
* gap between HOMO and LUMO: 8.77 eV
* strongest force on any atom: 2.7 eV Å⁻¹

CARTESIAN COORDINATES (ANGSTROEM)
F  -2.90233  -3.08514  -0.77016
C  -3.67480  -2.02916  -0.07484
C  -4.02228  -2.58533  1.44964
P  -3.38897  -1.36407  2.82548
C  -1.48681  -1.48844  2.71313
C  -0.67578  -0.11008  3.07281
C  0.62137  -0.05087  2.02120
Cl  1.63670  -1.63982  2.11292
H  -4.71775  -1.83605  -0.61928
H  -3.00698  -1.06324  -0.03841
H  -3.37523  -3.57342  1.57962
H  -5.17194  -2.75988  1.59239
H  -3.86984  -0.01796  2.52034
H  -1.21304  -1.79126  1.61643
H  -1.14701  -2.30964  3.50272
H  -0.19881  -0.18253  4.14490
H  -1.28127  0.88002  2.92368
H  0.14768  0.00562  0.94261
H  1.25955  0.89013  2.31307
C  4.36894  -3.42226  1.86392
O  5.35068  -3.91285  0.95304
C  5.90302  -2.95960  0.16078
O  5.63008  -1.76954  0.17406
O  6.81157  -3.55997  -0.64878
C  7.47706  -2.67151  -1.54436
H  3.99505  -4.26898  2.44616
H  4.81140  -2.69772  2.55519
H  3.52731  -2.97851  1.32233
H  8.04384  -1.91703  -0.98930
H  6.75975  -2.19771  -2.22226
H  8.17973  -3.25815  -2.14248
C  3.39286  2.70239  2.74532
O  2.18252  3.45552  2.79053
C  2.29100  4.64888  3.42737
O  3.30411  5.09924  3.93896
O  1.07696  5.25421  3.39635
C  1.04053  6.52928  4.03446
H  3.19010  1.76842  2.21397
H  4.16745  3.24885  2.19764
H  3.73247  2.45633  3.75660
H  1.72104  7.22874  3.53822
H  1.28609  6.43629  5.09730
H  0.02312  6.92081  3.94951
C  -4.61070  -9.85286  1.78248
O  -3.62274  -8.98232  1.23449
C  -4.12675  -7.88197  0.62079
O  -5.30986  -7.60059  0.51123
O  -3.08628  -7.14905  0.15012
C  -3.46927  -5.95239  -0.52490
H  -4.09585  -10.69779  2.24803
H  -5.19416  -9.33839  2.55284
H  -5.26421  -10.24001  0.99405
H  -4.00703  -5.28198  0.15329
H  -4.07715  -6.18354  -1.40560
H  -2.55914  -5.44636  -0.85838
C  -10.88083  -2.59562  -1.16388
O  -9.77836  -3.46044  -1.43006
C  -9.11944  -3.88240  -0.32137
O  -9.39268  -3.58659  0.83135
O  -8.10386  -4.69044  -0.71755
C  -7.31792  -5.21250  0.35206
H  -11.33329  -2.32057  -2.12063
H  -11.63678  -3.10827  -0.56031
H  -10.54249  -1.68042  -0.66737
H  -7.93146  -5.82983  1.01617
H  -6.83710  -4.40196  0.90922
H  -6.53647  -5.84388  -0.07959
C  -4.36236  -0.57521  -6.33023
O  -5.13549  -0.78346  -5.14993
C  -5.43644  -2.08318  -4.90177
O  -5.10674  -3.03898  -5.58637
O  -6.16779  -2.13508  -3.75996
C  -6.55895  -3.45095  -3.37294
H  -4.18053  0.49843  -6.43008
H  -3.39525  -1.08242  -6.25283
H  -4.90967  -0.91540  -7.21527
H  -5.67960  -4.07307  -3.17724
H  -7.19408  -3.90618  -4.13971
H  -7.13777  -3.37336  -2.44851
C  6.36923  0.64734  1.93150
O  7.76482  0.46491  2.16219
C  8.09243  0.24915  3.46125
O  7.31230  0.20296  4.39944
O  9.43839  0.09373  3.53548
C  9.93006  -0.14219  4.85341
H  6.22239  0.81190  0.86048
H  5.80958  -0.24756  2.22220
H  6.00092  1.52735  2.46863
H  9.51280  -1.06872  5.26085
H  9.70415  0.70623  5.50741
H  11.01646  -0.25121  4.79439
C  -2.48440  5.81365  -3.72527
O  -3.28693  4.78436  -3.15020
C  -3.59802  3.77640  -4.00382
O  -3.25466  3.69490  -5.17274
O  -4.35734  2.87494  -3.33145
C  -4.76206  1.75115  -4.11094
H  -2.29675  6.56628  -2.95451
H  -1.52109  5.41255  -4.05652
H  -3.01090  6.29519  -4.55563
H  -3.88977  1.18761  -4.45752
H  -5.37963  2.07020  -4.95674
H  -5.36315  1.09668  -3.47376
C  10.89926  5.43077  8.88097
O  9.91502  5.49278  7.85062
C  9.57579  4.28673  7.32929
O  10.03329  3.20576  7.66564
O  8.63938  4.49188  6.36890
C  8.18527  3.30125  5.72822
H  11.09374  6.45056  9.22439
H  10.53265  4.84549  9.73045
H  11.83512  5.01276  8.49624
H  7.71009  2.63090  6.45169
H  9.01258  2.79805  5.21742
H  7.43971  3.58343  4.97980
C  -0.22205  7.12662  -10.52031
O  -0.12427  5.86125  -9.86955
C  -0.54816  5.86219  -8.58046
O  -0.98578  6.82497  -7.97015
O  -0.40070  4.60633  -8.08818
C  -0.81000  4.45657  -6.73011
H  0.14333  7.00919  -11.54424
H  -1.26414  7.45951  -10.56271
H  0.40293  7.86997  -10.01495
H  -1.87563  4.68265  -6.62105
H  -0.20855  5.09316  -6.07315
H  -0.64838  3.41440  -6.44134

Atoms 1-3, force components in eV/Å:
-1.4419 2.0132 0.8857
-0.7164 -0.4158 0.7816
0.9849 0.4560 -1.2031


Entry 2:
Entry from OMol25: C32H65GaNO20 as an isolated structure (ωB97M-V/def2-TZVPD).

Properties
* charge: -1
* gap between HOMO and LUMO: 5.35 eV
* strongest force on any atom: 1.7 eV Å⁻¹

CARTESIAN COORDINATES (ANGSTROEM)
C  1.97157  -2.02434  0.99363
C  0.77417  -2.69359  0.80953
C  -0.09440  -3.07809  1.90704
Ga  -0.35228  -5.14958  1.94993
C  -2.36550  -5.49245  1.94087
C  -2.95689  -5.34998  0.52714
C  -3.01832  -3.91093  0.10387
O  -3.54451  -3.02037  0.72656
O  -2.43674  -3.66999  -1.09335
N  0.32930  -6.08908  0.39137
C  1.76680  -6.39034  0.42661
C  2.60886  -5.29209  -0.24339
H  2.94341  -2.41507  0.71703
H  1.91073  -1.03065  1.43048
H  0.38877  -2.91869  -0.18894
H  0.31544  -2.77118  2.87266
H  -1.11869  -2.68300  1.82443
H  0.31975  -5.71743  3.30220
H  -2.49787  -6.52938  2.26334
H  -2.88410  -4.83045  2.63696
H  -2.31055  -5.87232  -0.17975
H  -3.96582  -5.76961  0.42809
H  -2.60623  -2.73570  -1.28292
H  -0.13635  -6.99254  0.41362
H  1.94175  -7.32341  -0.12353
H  2.12636  -6.57043  1.45289
H  1.95380  -4.61172  -0.78238
H  3.31323  -5.73528  -0.95412
H  3.20573  -4.73108  0.47560
C  3.11575  -12.74394  4.14550
C  3.27923  -11.47859  4.95947
O  4.34037  -10.65092  4.46046
C  4.02925  -9.93600  3.37147
O  2.96398  -9.93002  2.81559
O  5.10521  -9.23925  3.01527
C  4.92983  -8.43789  1.83872
H  4.06243  -13.28328  4.08785
H  2.36917  -13.39164  4.60629
H  2.79350  -12.51115  3.13189
H  3.56986  -11.71405  5.98214
H  2.35344  -10.90511  4.99365
H  4.06772  -7.78091  1.92868
H  4.82005  -9.07534  0.96262
H  5.83317  -7.84272  1.74339
C  -6.41266  0.37413  0.67660
C  -5.15810  -0.28857  1.19992
O  -4.16222  0.69449  1.55293
C  -4.34257  1.31064  2.71036
O  -5.23466  1.12495  3.49967
O  -3.35091  2.19694  2.86914
C  -3.43976  2.97099  4.06406
H  -6.16975  1.04529  -0.14982
H  -7.11656  -0.37698  0.31716
H  -6.90650  0.96331  1.44957
H  -4.69163  -0.90119  0.43530
H  -5.35827  -0.93612  2.05117
H  -3.53887  2.32844  4.93636
H  -4.28778  3.65362  4.01453
H  -2.51338  3.53533  4.12137
C  -7.39593  2.14190  -6.24894
C  -7.91726  2.47851  -4.86927
O  -7.02720  2.02980  -3.83508
C  -5.95512  2.79344  -3.62960
O  -5.69811  3.81946  -4.21228
O  -5.22477  2.23682  -2.67389
C  -3.99745  2.90849  -2.36208
H  -7.18399  1.07491  -6.32412
H  -8.13709  2.40733  -7.00320
H  -6.47716  2.68684  -6.46088
H  -8.85166  1.95619  -4.67306
H  -8.09704  3.54760  -4.75855
H  -4.17464  3.96149  -2.15410
H  -3.29041  2.80282  -3.18305
H  -3.60869  2.41349  -1.47728
C  7.93489  -1.46762  4.22435
C  8.02728  -0.73127  2.90543
O  6.74687  -0.60037  2.27519
C  5.95962  0.35770  2.77105
O  6.25521  1.11971  3.65945
O  4.80802  0.32607  2.11768
C  3.82651  1.25986  2.57614
H  7.44291  -2.43072  4.08595
H  8.93322  -1.63642  4.62999
H  7.35883  -0.89308  4.94803
H  8.62932  -1.29361  2.19346
H  8.47903  0.25325  3.02865
H  4.23390  2.26878  2.59971
H  3.47172  0.97701  3.56569
H  3.00141  1.20583  1.87332
C  -2.42960  9.79231  -3.31486
C  -1.30608  9.13995  -4.09169
O  -1.38123  7.70843  -4.03336
C  -2.29030  7.15040  -4.84101
O  -3.00797  7.74261  -5.60582
O  -2.25596  5.83811  -4.65223
C  -3.23080  5.09430  -5.40256
H  -2.44961  9.41552  -2.29155
H  -2.29212  10.87359  -3.29094
H  -3.39290  9.57460  -3.77357
H  -0.34488  9.39266  -3.64589
H  -1.29062  9.47636  -5.12817
H  -3.16040  5.33554  -6.46165
H  -4.22888  5.29882  -5.03213
H  -2.98820  4.04842  -5.24642
C  2.26346  7.51210  -3.62710
C  1.82295  7.78321  -2.20725
O  2.77340  7.30197  -1.24265
C  3.84507  8.06784  -1.06292
O  4.07042  9.12103  -1.60444
O  4.63400  7.47303  -0.16784
C  5.86187  8.15708  0.09109
H  2.48051  6.45249  -3.76466
H  1.47770  7.80146  -4.32487
H  3.16610  8.07043  -3.87449
H  0.90263  7.24380  -1.99119
H  1.63642  8.84413  -2.03697
H  5.67793  9.19562  0.35778
H  6.51207  8.11135  -0.78129
H  6.32196  7.63290  0.92309

Atoms 1-3, force components in eV/Å:
-0.3136 -0.0598 -0.1335
0.1027 0.2145 0.0478
-0.7158 1.5500 -0.0462


Entry 3:
Entry from OMol25: a 6-piece molecular cluster, C32H66F6O16 overall (ωB97M-V/def2-TZVPD).

Properties
* energy above the lowest of the compared OMol25 structures with the same formula, charge and spin: 0.0 kcal/mol
* gap between HOMO and LUMO: 9.78 eV
* strongest force on any atom: 1.5 eV Å⁻¹

CARTESIAN COORDINATES (ANGSTROEM)
C  -5.79848  3.81985  9.65172
O  -5.23359  4.40124  10.80142
C  -4.53910  3.50633  11.63102
C  -3.16108  4.05928  11.94686
O  -2.37559  3.16780  12.71078
C  -1.82300  2.11414  11.96729
C  -0.75775  1.43378  12.79042
O  -0.05771  0.55362  11.93338
C  0.95308  -0.12958  12.62405
H  -5.96990  4.59369  8.90815
H  -6.72063  3.28117  9.89706
H  -5.12051  3.08654  9.19242
H  -4.45808  2.48693  11.23107
H  -5.09548  3.33619  12.56518
H  -3.27074  4.95963  12.55304
H  -2.64320  4.34020  11.02089
H  -1.35968  2.48622  11.04020
H  -2.58659  1.39283  11.64926
H  -1.20762  0.90221  13.63830
H  -0.07457  2.19912  13.18460
H  1.37973  -0.88821  11.96256
H  0.55444  -0.67779  13.48310
H  1.77251  0.55601  12.86678
C  1.56514  0.77559  20.89364
O  1.67509  -0.07060  19.79412
C  2.98226  -0.60118  19.65913
C  2.94679  -1.81448  18.77228
O  2.21834  -2.83882  19.38925
C  1.95593  -3.96616  18.59384
C  0.73832  -3.80296  17.69510
O  0.61467  -4.98626  16.95113
C  -0.48729  -4.95880  16.09586
H  1.87190  0.30018  21.83443
H  0.53334  1.10354  21.00936
H  2.18211  1.68030  20.76657
H  3.31137  -0.91830  20.66008
H  3.69779  0.11312  19.23386
H  3.98291  -2.08190  18.52302
H  2.52191  -1.51672  17.80044
H  1.67315  -4.73400  19.32732
H  2.81703  -4.39613  18.07599
H  0.83788  -2.92238  17.04505
H  -0.13239  -3.65406  18.34574
H  -1.43540  -4.92517  16.64526
H  -0.49044  -5.86699  15.48698
H  -0.44709  -4.13470  15.36911
C  8.54017  1.69544  22.22054
O  7.18739  1.70155  22.62244
C  6.34717  0.89166  21.83258
C  6.05640  1.48898  20.46621
O  5.24699  2.60899  20.65119
C  5.03259  3.42891  19.50943
C  6.29360  3.98232  18.87369
O  6.86163  2.99429  18.01080
C  7.85686  3.50458  17.15016
H  9.15062  1.84776  23.10868
H  8.74868  2.46846  21.47522
H  8.80938  0.71746  21.79804
H  5.40428  0.84579  22.38366
H  6.75181  -0.12520  21.74208
H  5.67113  0.70599  19.79555
H  7.01336  1.77200  20.00888
H  4.50226  4.29892  19.90504
H  4.38545  2.89543  18.80534
H  7.01306  4.20177  19.66799
H  5.99762  4.81931  18.23075
H  7.43407  4.26350  16.47924
H  8.20399  2.67443  16.53865
H  8.71492  3.91917  17.69144
C  3.24673  -3.44035  14.55863
O  3.65614  -3.34102  15.90260
C  5.04488  -3.43484  16.09543
C  5.81213  -2.18327  15.78501
O  5.46567  -1.17965  16.69909
C  5.80580  0.14239  16.35230
C  4.73168  0.88877  15.55454
O  5.18273  1.44832  14.35025
C  5.31210  0.54222  13.29185
H  3.43776  -4.44560  14.15614
H  3.77375  -2.75609  13.87882
H  2.18386  -3.21438  14.54789
H  5.45794  -4.30373  15.55908
H  5.21142  -3.68689  17.14846
H  5.64320  -1.84554  14.75284
H  6.88570  -2.40899  15.86701
H  6.76884  0.18010  15.82348
H  5.97946  0.65368  17.30085
H  4.40218  1.74248  16.15227
H  3.84067  0.24917  15.45777
H  5.88614  -0.36869  13.51746
H  5.81873  1.03952  12.46738
H  4.33290  0.18477  12.93567
C  11.53510  -4.18505  16.24329
C  11.35847  -3.68740  14.81235
O  11.27088  -2.25724  14.71422
C  10.16686  -1.71528  15.18975
O  9.28136  -2.28235  15.76270
C  10.14426  -0.19675  14.90418
F  9.59027  0.01646  13.71061
F  9.43897  0.44458  15.83388
F  11.36840  0.31831  14.88701
H  10.57514  -4.33012  16.72776
H  12.09229  -3.44583  16.82044
H  12.11888  -5.10303  16.20844
H  10.43391  -4.06938  14.36764
H  12.16747  -4.02796  14.17464
C  7.79452  -5.95438  18.04723
C  7.65770  -4.52991  18.52634
O  8.53752  -4.33226  19.63369
C  9.26138  -3.22806  19.66848
O  9.35836  -2.38998  18.82175
C  9.93925  -3.07592  21.04260
F  9.03371  -2.66864  21.93506
F  10.45123  -4.23894  21.46933
F  10.91700  -2.18330  20.99212
H  8.81539  -6.16040  17.71624
H  7.16242  -6.17516  17.18572
H  7.52482  -6.65808  18.83486
H  6.63119  -4.37340  18.86385
H  7.84059  -3.84046  17.70249

Atoms 1-3, force components in eV/Å:
0.1524 -0.5426 -0.1372
0.2034 0.1070 -0.2228
-0.2115 -0.7021 0.7268


no.,HOMO (Eh)
1,-0.31273
2,-0.12824
3,-0.34393